C25H29BCl2N10RuS | ωB97M-V/def2-TZVPD

Element x y z (Å)
Ru1 -0.022 -0.046 -0.861
C1 -1.105 -3.171 -2.051
C2 -1.004 -2.931 -0.582
C3 -1.425 -3.761 0.454
C4 -1.022 -3.135 1.614
N1 -0.385 -2.000 1.303
N2 -0.406 -1.856 -0.048
B1 0.313 -0.876 2.129
N3 -0.607 0.348 1.965
C5 -1.264 1.095 2.846
C6 -2.039 2.007 2.156
C7 -1.809 1.770 0.808
C8 -2.383 2.557 -0.323
N4 -0.938 0.734 0.704
N5 1.674 -0.584 1.433
C9 2.905 -0.729 1.927
C10 3.813 -0.577 0.894
C11 3.056 -0.340 -0.245
C12 3.548 -0.155 -1.639
N6 1.753 -0.330 0.102
N7 0.588 -1.207 3.557
C13 0.627 -2.363 4.268
C14 1.049 -2.061 5.535
C15 1.260 -0.669 5.530
C16 1.739 0.198 6.655
N8 0.990 -0.156 4.345
H1 -0.647 -4.129 -2.296
H2 -2.147 -3.216 -2.372
H3 -0.595 -2.403 -2.629
H4 -1.933 -4.706 0.366
H5 -1.162 -3.433 2.637
H6 -1.129 0.931 3.901
H7 -2.685 2.760 2.572
H8 -3.235 3.126 0.043
H9 -1.660 3.273 -0.718
H10 -2.711 1.934 -1.146
H11 3.053 -0.943 2.972
H12 4.886 -0.644 0.954
H13 4.510 -0.652 -1.747
H14 2.868 -0.582 -2.375
H15 3.700 0.900 -1.874
H16 0.411 -3.321 3.830
H17 1.192 -2.743 6.355
H18 1.816 -0.372 7.578
H19 2.719 0.617 6.429
H20 1.059 1.032 6.817
Cl1 0.607 0.750 -3.358
C17 1.662 2.132 -3.257
C18 2.340 2.518 -4.373
C19 3.151 3.662 -4.290
C20 3.264 4.378 -3.112
C21 2.574 3.968 -1.984
Cl2 2.741 4.862 -0.543
C22 1.735 2.812 -2.009
S1 0.919 2.300 -0.634
H21 2.254 1.964 -5.297
H22 3.697 3.986 -5.166
H23 3.888 5.258 -3.056
C23 -3.924 -0.925 -4.453
N9 -3.928 -0.596 -3.017
C24 -5.205 -0.664 -2.282
C25 -2.825 -0.381 -2.384
N10 -1.831 -0.178 -1.822
H24 -4.575 -0.227 -4.975
H25 -4.289 -1.942 -4.591
H26 -2.914 -0.843 -4.844
H27 -5.948 -0.095 -2.837
H28 -5.081 -0.228 -1.295
H29 -5.526 -1.701 -2.192

Summary:
total charge: +2
LUMO level (spin up / spin down): -9.18 / -9.19 eV
HOMO (spin up / spin down): -13.53 / -13.53 eV
spin multiplicity: 1
gap between HOMO and LUMO (spin up / spin down): 4.34 / 4.34 eV